The following is a DFT calculation (wB97M-V/def2-TZVPD) of a cluster of 6 separate species, C39H75Br2FIN4O20S in total in a non-equilibrium geometry.

```
143
Properties=species:S:1:pos:R:3:forces:R:3
C -0.775 4.177 -3.483 0.047 -0.096 -0.445
C -2.122 3.737 -2.956 0.203 0.236 0.005
O -2.344 4.125 -1.580 -0.016 0.160 -0.414
C -2.429 3.124 -0.685 1.156 0.124 -0.884
O -3.374 3.008 0.007 -1.504 -0.214 1.234
C -1.226 2.227 -0.559 0.342 -0.428 0.022
C -1.630 0.763 -0.368 0.502 0.033 -0.301
C -0.393 -0.040 0.015 -0.324 0.122 -0.094
N -0.666 -1.498 0.214 0.539 0.081 0.652
C -1.181 -1.880 1.487 -0.155 -0.011 -0.542
Br -0.036 -2.027 2.996 0.402 0.085 -0.050
C -2.478 -2.046 1.745 -0.144 -0.025 0.277
C -3.048 -2.368 3.095 -0.022 -0.322 -0.251
Br -3.786 -1.859 0.406 -0.369 0.168 0.121
C 0.156 -2.377 -0.503 -0.122 -0.093 -0.741
N 1.502 -2.775 -0.225 -0.100 0.314 0.978
C 1.613 -4.031 0.581 0.124 -0.363 0.111
N 2.739 -4.884 0.244 -0.035 0.214 -0.355
C 3.227 -4.969 -1.128 0.109 -0.328 0.063
S 2.690 -1.613 -0.074 -0.226 -0.506 -0.594
O 2.537 -0.764 -1.199 0.093 0.172 0.158
O 3.881 -2.267 0.283 0.082 0.076 0.004
F 2.253 -0.778 1.148 -0.162 0.103 0.325
N -0.321 -2.885 -1.590 -0.058 0.134 0.090
C -1.720 -2.735 -2.020 -0.204 -0.039 -0.765
C -2.464 -4.074 -1.874 0.040 -0.188 -0.233
C -2.840 -4.698 -3.226 -0.268 0.507 0.160
I -3.009 -6.798 -3.076 -0.043 -0.139 -0.027
C 0.495 -3.680 -2.531 0.021 -0.165 -0.325
C 1.401 -2.791 -3.401 -0.566 -0.014 -0.278
C 0.777 -2.510 -4.772 -0.146 0.004 -0.016
O -0.115 -1.411 -4.672 -0.009 -0.037 0.197
C 0.205 -0.271 -5.454 -0.049 0.098 0.051
H -0.511 5.182 -3.164 -0.078 0.012 0.148
H -0.843 4.197 -4.573 0.041 0.003 -0.016
H 0.034 3.489 -3.238 0.032 0.068 0.212
H -2.913 4.215 -3.530 -0.086 0.020 0.083
H -2.246 2.658 -3.065 -0.057 -0.056 0.042
H -0.551 2.332 -1.407 -0.028 0.025 -0.066
H -0.660 2.569 0.313 -0.126 0.126 0.062
H -1.980 0.391 -1.334 -0.338 -0.090 0.110
H -2.416 0.688 0.376 -0.085 -0.010 0.034
H 0.332 0.053 -0.793 0.143 -0.022 0.078
H 0.041 0.376 0.925 0.137 -0.116 0.048
H -2.768 -1.616 3.829 -0.001 0.018 0.050
H -4.127 -2.454 3.037 -0.061 0.145 0.063
H -2.668 -3.341 3.414 0.091 0.081 0.146
H 1.695 -3.766 1.632 0.028 0.068 0.091
H 0.644 -4.538 0.471 -0.124 0.150 -0.191
H 2.523 -5.819 0.562 0.060 0.037 0.263
H 2.591 -5.552 -1.806 -0.030 0.068 -0.065
H 4.190 -5.478 -1.104 0.013 0.019 0.049
H 3.417 -3.985 -1.542 -0.065 0.096 -0.027
H -2.202 -1.905 -1.524 0.207 -0.147 0.212
H -1.661 -2.478 -3.080 0.104 0.139 0.005
H -1.850 -4.775 -1.308 0.043 0.023 0.072
H -3.379 -3.937 -1.306 0.078 0.028 0.136
H -2.146 -4.434 -4.020 0.156 -0.268 -0.013
H -3.817 -4.340 -3.541 0.004 -0.030 -0.040
H -0.213 -4.178 -3.186 -0.080 -0.120 0.119
H 1.023 -4.467 -2.004 0.063 0.215 0.128
H 2.372 -3.260 -3.537 0.083 -0.045 0.173
H 1.502 -1.822 -2.922 0.456 -0.032 0.035
H 1.553 -2.336 -5.518 0.025 0.161 0.013
H 0.195 -3.371 -5.116 0.103 -0.105 -0.060
H -0.156 0.612 -4.927 -0.064 -0.033 0.023
H 1.283 -0.164 -5.582 0.038 -0.032 -0.054
H -0.287 -0.314 -6.427 0.083 -0.048 -0.086
C 2.099 0.502 5.613 0.130 -0.035 0.113
C 1.180 -0.470 6.324 -0.077 0.227 -0.270
O 1.903 -1.332 7.216 0.015 -0.010 0.016
C 2.228 -0.767 8.382 -0.081 -0.025 -0.124
O 1.897 0.337 8.733 0.060 0.041 0.129
O 2.963 -1.625 9.077 0.012 -0.017 -0.001
C 3.428 -1.129 10.340 0.034 -0.045 0.096
H 2.899 -0.038 5.104 -0.036 -0.013 -0.038
H 1.538 1.076 4.874 -0.042 0.018 0.003
H 2.554 1.201 6.313 -0.053 0.042 0.011
H 0.713 -1.129 5.597 -0.003 -0.203 0.110
H 0.389 0.044 6.869 0.058 0.020 0.059
H 2.599 -0.755 10.936 -0.017 0.036 -0.024
H 4.160 -0.339 10.186 -0.035 0.040 -0.006
H 3.894 -1.974 10.835 0.002 -0.027 -0.042
C -6.645 6.361 -7.412 0.150 0.122 0.024
C -5.912 5.289 -8.187 -0.259 -0.115 0.027
O -4.626 5.742 -8.648 0.007 0.004 -0.039
C -3.663 5.764 -7.739 0.057 0.055 -0.012
O -3.753 5.410 -6.589 0.007 -0.060 0.039
O -2.557 6.243 -8.312 -0.028 -0.030 0.015
C -1.454 6.393 -7.417 0.139 0.067 0.040
H -6.725 7.271 -8.007 -0.060 -0.026 -0.031
H -7.648 6.018 -7.160 -0.015 -0.012 -0.017
H -6.121 6.603 -6.488 -0.006 -0.050 0.020
H -6.453 5.032 -9.095 0.072 0.032 -0.059
H -5.786 4.381 -7.598 0.079 0.039 0.051
H -1.252 5.460 -6.895 -0.022 -0.004 0.027
H -1.661 7.182 -6.695 -0.015 -0.046 0.057
H -0.597 6.672 -8.023 -0.069 -0.003 -0.098
C -2.027 6.075 2.245 0.153 -0.038 0.131
C -2.949 4.950 2.664 -0.156 0.189 -0.307
O -2.263 3.970 3.475 0.029 0.026 0.061
C -2.086 4.347 4.743 -0.072 -0.062 0.023
O -2.464 5.377 5.234 0.017 0.045 -0.006
O -1.434 3.380 5.395 0.036 0.022 -0.022
C -1.153 3.708 6.764 0.035 -0.062 0.073
H -1.148 5.677 1.733 -0.043 0.003 -0.061
H -2.550 6.748 1.566 -0.016 -0.016 -0.024
H -1.686 6.648 3.106 -0.046 0.017 0.010
H -3.305 4.411 1.790 0.051 -0.138 0.169
H -3.813 5.325 3.210 0.056 0.015 0.088
H -2.061 4.009 7.281 -0.014 0.035 -0.020
H -0.415 4.505 6.821 -0.014 0.033 -0.028
H -0.753 2.805 7.213 0.043 -0.091 -0.041
C -0.204 -10.544 -4.445 0.205 0.025 0.081
C -0.296 -9.112 -4.923 -0.263 -0.105 -0.044
O 0.827 -8.318 -4.490 0.068 0.041 0.047
C 1.952 -8.495 -5.182 -0.104 0.054 -0.053
O 2.097 -9.215 -6.132 0.037 -0.041 0.008
O 2.893 -7.710 -4.650 0.041 0.036 0.049
C 4.181 -7.838 -5.268 0.087 0.052 0.005
H -0.075 -10.577 -3.362 -0.074 -0.002 0.007
H -1.114 -11.083 -4.706 -0.019 0.015 -0.002
H 0.641 -11.055 -4.903 -0.020 0.002 -0.053
H -1.152 -8.607 -4.482 0.055 -0.027 -0.029
H -0.387 -9.059 -6.007 0.119 0.014 -0.011
H 4.109 -7.694 -6.343 -0.023 -0.038 -0.016
H 4.605 -8.817 -5.056 -0.020 -0.026 -0.045
H 4.801 -7.063 -4.828 -0.024 0.007 0.039
C 6.132 5.940 5.898 -0.046 -0.175 0.049
C 4.785 6.598 6.098 0.149 0.221 -0.075
O 3.736 5.632 6.286 0.002 -0.053 -0.025
C 3.676 5.089 7.501 -0.098 0.077 0.008
O 4.385 5.353 8.435 0.060 -0.030 0.018
O 2.673 4.209 7.511 -0.029 -0.052 -0.029
C 2.509 3.507 8.749 -0.126 -0.058 0.071
H 6.088 5.226 5.074 0.014 0.053 -0.046
H 6.885 6.693 5.668 -0.004 0.018 -0.014
H 6.443 5.406 6.795 0.002 0.047 0.031
H 4.492 7.153 5.210 -0.075 -0.053 -0.015
H 4.798 7.288 6.941 -0.006 -0.072 0.065
H 2.420 4.200 9.582 0.072 0.051 -0.018
H 3.345 2.830 8.915 0.034 0.037 0.024
H 1.598 2.927 8.648 0.023 -0.024 -0.058
```
Positions in Å, forces in eV/Å.

- LUMO energy (eV) = -3.89
- HOMO energy (Eh) = -0.438
- charge = +1
- frontier orbital gap (Ha) = 0.295
- spin multiplicity = 1

Mulliken population analysis, charges in e, atoms 1 to 4: number 1, C, carries -0.8581; number 2, C, carries -0.1552; number 3, O, carries -0.3732; number 4, C, carries 0.3236



The following is a DFT calculation (wB97M-V/def2-TZVPD) of a structure of composition C36H38AsN3RhS.

```
80
Properties=species:S:1:pos:R:3:forces:R:3
Rh -0.003 0.057 -0.374 -0.009 -0.579 -0.077
S 4.049 1.835 -0.169 0.021 -0.013 0.004
C 4.235 0.229 0.390 -0.010 0.026 0.005
C 3.064 -0.470 0.371 -0.022 0.000 0.028
C 1.965 0.298 -0.110 0.123 0.008 -0.001
C 2.375 1.570 -0.435 0.017 0.026 -0.058
C 1.424 2.508 -0.998 0.000 -0.019 -0.016
C 1.680 3.830 -1.334 -0.010 -0.002 -0.015
C 0.659 4.609 -1.848 0.008 0.010 0.008
C -0.604 4.058 -2.004 -0.016 -0.008 -0.012
C -0.795 2.738 -1.646 0.040 0.072 0.028
N 0.188 1.972 -1.170 0.116 -0.107 0.010
H 5.208 -0.113 0.707 -0.002 -0.007 0.002
H 3.000 -1.501 0.691 0.004 -0.001 0.001
H 2.670 4.237 -1.182 0.003 -0.004 -0.003
H 0.845 5.641 -2.113 -0.002 -0.002 -0.002
H -1.436 4.631 -2.387 0.012 -0.001 0.001
H -1.762 2.276 -1.724 -0.153 -0.099 -0.030
C -6.926 4.966 -2.064 -0.002 -0.003 -0.004
C -6.029 3.912 -1.479 0.009 -0.006 0.009
C -5.853 3.788 -0.111 0.016 0.018 -0.001
C -5.020 2.819 0.438 -0.048 0.022 -0.038
C -4.913 2.753 1.943 0.014 -0.018 -0.019
C -4.350 1.920 -0.412 -0.023 -0.026 0.097
As -3.200 0.714 0.623 0.052 -0.047 0.038
N -2.094 -0.055 -0.651 -0.261 -0.082 -0.332
C -2.078 -1.202 -1.314 -0.038 0.126 0.108
C -3.010 -2.288 -1.228 0.073 -0.082 0.050
C -2.685 -3.481 -1.790 -0.009 0.039 0.035
C -1.434 -3.689 -2.447 0.077 0.040 -0.029
C -0.532 -2.676 -2.565 0.052 -0.110 0.034
C -0.877 -1.392 -2.081 0.370 0.581 0.470
C -4.373 -0.687 1.362 0.009 -0.027 -0.070
C -3.855 -1.322 2.503 -0.004 -0.012 -0.006
C -2.451 -1.122 3.020 0.009 0.018 0.048
C -4.642 -2.238 3.198 -0.007 0.004 0.034
C -5.931 -2.545 2.806 -0.013 0.004 0.006
C -6.776 -3.524 3.570 0.002 0.005 0.000
C -6.424 -1.920 1.665 0.020 -0.030 -0.010
C -5.678 -1.008 0.932 0.030 -0.074 0.005
C -6.313 -0.463 -0.319 -0.044 0.110 0.054
C -4.532 2.013 -1.804 0.010 -0.104 -0.018
C -3.971 1.041 -2.816 0.023 0.030 0.019
C -5.358 3.014 -2.300 0.022 0.011 -0.012
H -7.332 5.614 -1.290 0.000 0.000 0.000
H -7.762 4.510 -2.597 -0.002 0.001 -0.001
H -6.385 5.586 -2.779 0.002 0.000 0.002
H -6.373 4.466 0.556 -0.005 0.003 -0.001
H -5.551 3.508 2.397 0.009 0.005 0.002
H -3.891 2.929 2.285 0.016 0.000 0.003
H -5.229 1.782 2.334 0.004 0.000 -0.012
H -3.931 -2.160 -0.678 -0.005 0.025 -0.010
H -3.383 -4.306 -1.727 -0.002 -0.003 -0.008
H -1.229 -4.652 -2.898 -0.001 -0.006 0.017
H 0.396 -2.817 -3.102 0.007 0.005 0.007
H -0.306 -0.529 -2.429 -0.374 0.131 -0.470
H -2.010 -0.169 2.732 -0.006 -0.021 0.025
H -1.796 -1.911 2.641 -0.025 0.033 0.015
H -2.440 -1.183 4.108 0.009 -0.018 -0.002
H -4.228 -2.716 4.081 -0.003 0.001 0.002
H -6.260 -3.886 4.457 0.001 0.000 -0.001
H -7.031 -4.384 2.949 -0.002 0.000 -0.002
H -7.713 -3.063 3.885 0.000 0.001 0.001
H -7.426 -2.161 1.325 -0.005 0.001 0.004
H -7.173 -1.073 -0.590 -0.005 0.011 -0.006
H -5.621 -0.468 -1.157 0.050 0.006 -0.047
H -6.657 0.565 -0.190 0.017 -0.002 -0.014
H -2.916 0.826 -2.680 0.009 0.053 -0.011
H -4.106 1.436 -3.822 -0.032 -0.007 0.007
H -4.495 0.082 -2.774 0.031 0.013 0.010
H -5.498 3.081 -3.374 0.000 0.004 0.001
C 0.703 -5.135 0.788 -0.006 -0.001 -0.001
C 0.171 -4.052 1.731 0.033 0.009 -0.024
C 0.124 -2.746 1.080 -0.009 -0.094 -0.018
N 0.082 -1.736 0.547 -0.163 0.153 0.192
H 0.716 -6.090 1.309 -0.002 0.001 0.000
H 1.716 -4.906 0.463 0.002 0.000 -0.002
H 0.068 -5.227 -0.091 0.003 0.003 0.002
H 0.797 -3.952 2.619 0.002 -0.004 0.004
H -0.840 -4.283 2.070 -0.007 0.010 0.000
```
Positions in Å, forces in eV/Å.

- ΔE to the lowest compared entry with this formula, charge and spin (kcal/mol) = 0.0
- LUMO energy (alpha / beta) (eV) = -4.65 / -4.64
- HOMO energy (alpha / beta) (Eh) = -0.381 / -0.381
- charge = +1
- frontier orbital gap (alpha / beta) (Ha) = 0.211 / 0.211
- spin multiplicity = 1

Mulliken population analysis, charges in e, atoms 1 to 4: number 1, Rh, carries -0.3214; number 2, S, carries -0.2318; number 3, C, carries -0.4872; number 4, C, carries -0.3863



The following is a DFT calculation (wB97M-V/def2-TZVPD) of a cluster of 2 separate species, CH4NPS2 in total in a non-equilibrium geometry.

```
9
Properties=species:S:1:pos:R:3:forces:R:3
C 1.220 -0.035 -0.195 -1.783 -0.718 0.679
N 1.315 1.202 0.168 0.551 2.367 0.275
P -1.424 -0.417 -0.118 -0.128 -2.331 -0.527
S 2.059 -1.363 -0.267 -0.033 -0.011 -0.357
S -3.342 0.214 -0.153 1.129 0.124 -0.395
H 2.310 1.549 0.326 -1.955 -0.076 -0.101
H 0.458 1.843 0.249 2.099 -1.395 -0.267
H -1.111 -1.640 -0.937 -0.443 1.583 -0.071
H -1.485 -1.353 0.928 0.564 0.456 0.765
```
Positions in Å, forces in eV/Å.

- ΔE to the lowest compared entry with this formula, charge and spin (kcal/mol) = 53.6
- LUMO energy (alpha / beta) (eV) = -1.80 / -1.20
- HOMO energy (alpha / beta) (Eh) = -0.283 / -0.309
- charge = 0
- frontier orbital gap (alpha / beta) (Ha) = 0.217 / 0.265
- spin multiplicity = 1

Mulliken population analysis, charges in e, atoms 1 to 4: number 1, C, carries 0.2837; number 2, N, carries -0.3901; number 3, P, carries -0.0348; number 4, S, carries -0.2345



The following is a DFT calculation (wB97M-V/def2-TZVPD) of a cluster of 9 separate species, H19O9 in total in a non-equilibrium geometry.

```
28
Properties=species:S:1:pos:R:3:forces:R:3
O -0.060 -0.240 0.425 -1.891 -0.062 0.775
H -0.670 -1.020 0.554 0.709 -0.668 -0.368
H 2.084 -1.201 2.063 0.410 0.155 -0.016
O 0.159 0.379 -3.167 -0.030 0.015 0.156
H 2.455 3.251 1.228 -0.109 0.397 0.205
O -1.979 -2.002 1.340 0.397 0.924 -0.138
H 0.324 0.498 -4.108 -0.104 0.052 0.041
H -1.919 -2.413 2.209 -0.345 -0.288 -0.243
O 2.857 -1.031 -1.209 0.123 0.267 0.200
H 2.936 -0.261 -1.782 -0.207 0.093 -0.083
H 3.493 -1.650 -1.581 0.006 -0.161 0.142
O -0.907 2.177 1.081 0.695 0.313 0.069
H -1.186 2.869 1.693 -0.627 -0.340 0.113
H 0.017 2.491 0.939 -0.267 -0.361 -0.153
O 1.505 3.344 1.352 -0.175 -0.383 -0.206
H -2.489 -2.518 0.715 -0.115 -0.480 0.352
H 1.285 4.167 1.795 0.526 0.154 0.008
O 2.062 -0.304 1.696 -0.372 -0.320 -0.286
H 0.806 -0.359 0.992 -0.062 0.158 0.131
H 2.493 -0.357 0.824 0.650 -0.321 -0.049
O 0.140 -2.671 -0.624 -0.363 -0.170 -0.227
H -0.268 -2.474 -1.477 0.322 0.275 -0.100
H -0.104 -3.590 -0.491 0.119 -0.274 0.181
O -3.790 0.526 -0.872 0.438 1.135 -0.183
H -4.545 0.244 -1.394 0.156 -0.632 0.361
H -3.376 -0.145 -0.330 -0.601 -0.498 -0.154
H -0.626 0.414 0.925 0.585 1.122 -0.395
H -0.544 1.003 -2.941 0.131 -0.101 -0.133
```
Positions in Å, forces in eV/Å.

- ΔE to the lowest compared entry with this formula, charge and spin (kcal/mol) = 41.6
- LUMO energy (eV) = -2.86
- HOMO energy (Eh) = -0.516
- charge = +1
- frontier orbital gap (Ha) = 0.411
- spin multiplicity = 1

Mulliken population analysis, charges in e, atoms 1 to 4: number 1, O, carries -0.4162; number 2, H, carries 0.4870; number 3, H, carries 0.3678; number 4, O, carries -0.5934